This record from OMol25 describes a structure of composition C4H9NO. The level of theory is ωB97M-V with the def2-TZVPD basis set.

Structure (XYZ):
```
15
Properties=species:S:1:pos:R:3
C 2.167 -0.614 0.456
C 1.192 0.873 -0.359
C -0.082 0.248 0.049
O -0.013 -0.633 0.899
N -1.287 0.489 -0.521
C -2.396 -0.352 -0.114
H 2.141 -1.409 -0.286
H 3.092 -0.089 0.549
H 1.972 -1.118 1.445
H 1.536 1.648 0.322
H 1.153 1.377 -1.381
H -1.465 1.332 -1.034
H -3.122 -0.419 -0.926
H -2.000 -1.346 0.106
H -2.888 0.013 0.795
```

Calculated values
E ... -287.7092 Eh
HOMO-LUMO gap ... 9.8 eV

Want to see where the charge sits? The natural (NBO) charges in e are:
1 C -0.494
2 C -0.527
3 C 0.633
4 O -0.651
5 N -0.607
6 C -0.416
7 H 0.199
8 H 0.171
9 H 0.235
10 H 0.224
11 H 0.219
12 H 0.391
13 H 0.195
14 H 0.236
15 H 0.192

---

This record from OMol25 describes the molecule C5H8N2O. The level of theory is ωB97M-V with the def2-TZVPD basis set.

Structure (XYZ):
```
16
Properties=species:S:1:pos:R:3
C 1.699 -0.797 0.613
N 1.117 -1.295 -0.286
C 0.120 -0.445 -0.794
C -1.315 -0.569 -1.167
C -1.437 0.812 -0.279
C -0.308 0.439 0.401
O 0.774 1.248 0.623
N 1.853 0.466 1.163
H 2.329 -1.571 1.280
H 0.269 0.363 -1.663
H -1.824 -1.435 -0.692
H -1.614 -0.177 -2.264
H -2.394 1.202 0.403
H -1.041 1.768 -0.807
H -0.430 -0.410 1.206
H 2.199 0.402 2.263
```

Calculated values
SMILES ... C1=N[C@H]2CC[C@@H]2ON1
E ... -379.8075 Eh
HOMO-LUMO gap ... 9.4 eV

Want to see where the charge sits? The natural (NBO) charges in e are:
1 C 0.279
2 N -0.472
3 C -0.103
4 C -0.389
5 C -0.417
6 C 0.035
7 O -0.359
8 N -0.353
9 H 0.146
10 H 0.192
11 H 0.223
12 H 0.224
13 H 0.207
14 H 0.225
15 H 0.164
16 H 0.397

---

This record from OMol25 describes a structure of composition C39H47BCaN9S7. The level of theory is ωB97M-V with the def2-TZVPD basis set.

Structure (XYZ):
```
104
Properties=species:S:1:pos:R:3
Ca -0.869 -1.291 0.235
C -2.936 4.698 -0.983
C -2.704 3.604 0.060
C -2.969 4.172 1.454
C -3.657 2.459 -0.258
N -1.269 3.184 0.000
C -0.298 3.901 -0.683
C 0.895 3.422 -0.300
N 0.686 2.413 0.617
B 1.933 1.843 1.345
N 2.852 0.972 0.451
C 4.162 0.820 0.844
C 4.723 -0.137 0.087
N 3.749 -0.581 -0.797
C 2.595 0.106 -0.550
S 1.114 -0.006 -1.397
C 3.929 -1.729 -1.727
C 5.379 -2.205 -1.661
C 3.636 -1.299 -3.164
C 3.029 -2.878 -1.273
N 1.600 1.154 2.687
C 1.327 1.949 3.778
C 0.945 1.154 4.787
N 0.992 -0.155 4.328
C 1.369 -0.141 3.016
S 1.559 -1.469 1.962
C 0.548 -1.265 5.224
C 1.257 -1.087 6.573
C 0.891 -2.659 4.709
C -0.967 -1.142 5.390
C -0.647 2.252 0.786
S -1.416 1.091 1.792
H -3.995 4.953 -0.971
H -2.689 4.348 -1.988
H -2.371 5.606 -0.769
H -3.998 4.531 1.513
H -2.296 5.008 1.658
H -2.823 3.404 2.213
H -4.676 2.854 -0.256
H -3.587 1.654 0.466
H -3.448 2.049 -1.241
H -0.526 4.655 -1.410
H 1.885 3.693 -0.619
H 2.608 2.809 1.638
H 4.576 1.408 1.643
H 5.721 -0.525 0.100
H 6.079 -1.422 -1.957
H 5.489 -3.034 -2.360
H 5.643 -2.571 -0.668
H 4.306 -0.489 -3.459
H 2.608 -0.962 -3.273
H 3.806 -2.147 -3.830
H 3.274 -3.164 -0.249
H 3.178 -3.738 -1.929
H 1.983 -2.588 -1.306
H 1.421 3.019 3.726
H 0.634 1.407 5.781
H 2.340 -1.100 6.439
H 0.980 -1.917 7.224
H 0.981 -0.166 7.084
H 1.957 -2.763 4.512
H 0.340 -2.915 3.808
H 0.609 -3.360 5.498
H -1.243 -0.169 5.802
H -1.326 -1.921 6.065
H -1.466 -1.270 4.429
C -0.374 -3.029 -2.849
C -1.250 -3.927 -2.030
C -1.797 -5.059 -2.684
C -2.606 -5.898 -1.995
C -2.893 -5.637 -0.635
C -3.731 -6.498 0.105
C -3.987 -6.209 1.416
C -3.428 -5.072 2.013
C -2.600 -4.193 1.333
S -1.942 -2.821 2.177
C -2.317 -4.487 -0.044
N -1.496 -3.649 -0.769
H 0.386 -3.620 -3.368
H 0.126 -2.267 -2.258
H -0.976 -2.511 -3.597
H -1.560 -5.225 -3.727
H -3.045 -6.772 -2.465
H -4.155 -7.367 -0.382
H -4.629 -6.855 2.004
H -3.644 -4.853 3.050
S -3.034 3.288 -5.947
C -2.655 2.317 -4.645
S -3.574 0.914 -4.194
C -2.462 0.565 -2.878
N -1.514 1.440 -2.789
N -1.640 2.419 -3.761
C -0.612 3.405 -3.740
C 0.680 2.996 -3.437
C 1.690 3.940 -3.352
C 1.416 5.285 -3.562
C 0.119 5.683 -3.854
C -0.902 4.748 -3.943
S -2.763 -0.750 -1.830
H 0.872 1.954 -3.222
H 2.695 3.618 -3.109
H 2.208 6.020 -3.492
H -0.107 6.730 -4.011
H -1.913 5.050 -4.172
```

Calculated values
Charge ... -1
E ... -5497.3632 Eh
HOMO-LUMO gap ... 6.7 eV

Results of the Mulliken charge analysis, in e, for atoms 1 through 99:
1 Ca 0.777
2 C -1.963
3 C 1.083
4 C -1.856
5 C -1.195
6 N 0.680
7 C -0.868
8 C -1.612
9 N 0.743
10 B 0.803
11 N 0.444
12 C -1.589
13 C -0.286
14 N 0.650
15 C -0.461
16 S -0.054
17 C 1.521
18 C -2.362
19 C -1.661
20 C -1.099
21 N -0.099
22 C -1.293
23 C -0.358
24 N 0.531
25 C 0.276
26 S -0.282
27 C 1.303
28 C -1.771
29 C -1.855
30 C -1.249
31 C 0.242
32 S -0.183
33 H 0.527
34 H 0.414
35 H 0.399
36 H 0.493
37 H 0.343
38 H 0.311
39 H 0.537
40 H 0.304
41 H 0.039
42 H 0.790
43 H 0.699
44 H -0.247
45 H 0.627
46 H 0.541
47 H 0.487
48 H 0.459
49 H 0.504
50 H 0.369
51 H 0.259
52 H 0.494
53 H 0.321
54 H 0.528
55 H -0.025
56 H 0.595
57 H 0.492
58 H 0.395
59 H 0.464
60 H 0.400
61 H 0.409
62 H 0.239
63 H 0.526
64 H 0.324
65 H 0.436
66 H 0.117
67 C -1.097
68 C 0.865
69 C -0.951
70 C -0.830
71 C 1.261
72 C -0.842
73 C -0.574
74 C -0.513
75 C 0.949
76 S -0.432
77 C -1.104
78 N -0.077
79 H 0.513
80 H -0.218
81 H 0.334
82 H 0.446
83 H 0.373
84 H 0.325
85 H 0.344
86 H 0.436
87 S -0.379
88 C 0.405
89 S -0.182
90 C -0.117
91 N -0.048
92 N 0.383
93 C -0.125
94 C -0.161
95 C -0.472
96 C -0.518
97 C -0.927
98 C -0.214
99 S -0.366

---

This record from OMol25 describes the molecule C4H6N2O. The level of theory is ωB97M-V with the def2-TZVPD basis set.

Structure (XYZ):
```
13
Properties=species:S:1:pos:R:3
C 2.064 0.416 0.136
C 0.626 0.057 -0.068
C 0.061 -1.138 -0.403
N -1.313 -0.927 -0.372
C -1.478 0.362 -0.012
O -2.716 0.834 0.205
N -0.360 1.001 0.174
H 2.162 1.504 0.129
H 2.732 0.004 -0.627
H 2.418 0.058 1.109
H 0.474 -2.114 -0.595
H -2.059 -1.582 -0.545
H -2.609 1.525 0.869
```

Calculated values
SMILES ... Cc1c[nH]c(O)n1
E ... -340.7820 Eh
HOMO-LUMO gap ... 9.0 eV

Want to see where the charge sits? The natural (NBO) charges in e are:
1 C -0.638
2 C 0.106
3 C -0.140
4 N -0.550
5 C 0.619
6 O -0.669
7 N -0.532
8 H 0.231
9 H 0.218
10 H 0.218
11 H 0.215
12 H 0.422
13 H 0.500

---

This record from OMol25 describes a structure of composition C48H45AuCl2GeNOS5Te. The level of theory is ωB97M-V with the def2-TZVPD basis set.

Structure (XYZ):
```
105
Properties=species:S:1:pos:R:3
Au 1.282 -0.417 -0.112
S 3.619 3.815 5.077
C 2.989 2.718 3.994
S 3.581 1.130 3.826
C 2.481 0.503 2.651
C 1.562 1.512 2.008
S 0.575 2.658 -0.284
S 1.680 3.096 2.933
S 2.485 -1.131 2.176
Cl 1.995 -0.698 -3.678
C 1.328 -2.320 -3.912
Cl -0.140 -2.298 -4.936
H 1.068 -2.732 -2.938
H 2.071 -2.918 -4.425
C 1.762 1.686 0.513
Ge 3.603 1.972 -0.078
C 4.786 0.431 0.256
C 4.569 -0.713 -0.518
C 5.296 -1.877 -0.327
C 6.273 -1.928 0.658
C 6.500 -0.813 1.448
C 5.762 0.350 1.248
C 3.743 2.281 -2.038
C 2.955 3.222 -2.711
C 3.106 3.457 -4.070
C 4.056 2.759 -4.804
C 4.863 1.837 -4.158
C 4.707 1.609 -2.794
C 4.262 3.659 0.688
C 3.423 4.770 0.535
C 3.778 6.018 1.024
C 4.985 6.190 1.689
C 5.833 5.107 1.847
C 5.474 3.858 1.348
H 0.524 1.175 2.147
H 3.801 -0.712 -1.285
H 5.077 -2.750 -0.929
H 6.836 -2.839 0.823
H 7.236 -0.850 2.242
H 5.922 1.173 1.930
H 2.187 3.759 -2.171
H 2.467 4.183 -4.559
H 4.164 2.934 -5.868
H 5.612 1.284 -4.712
H 5.363 0.891 -2.320
H 2.457 4.648 0.058
H 3.096 6.852 0.907
H 5.253 7.159 2.093
H 6.772 5.225 2.374
H 6.171 3.043 1.472
C -6.397 1.987 4.271
C -5.402 1.320 3.359
C -4.685 0.205 3.771
C -3.739 -0.401 2.946
C -2.988 -1.592 3.486
C -3.505 0.115 1.662
Te -1.809 -0.676 0.513
N -0.171 -2.061 -0.501
C 0.024 -3.362 -0.602
O 0.832 -3.892 -1.386
C -0.839 -4.261 0.253
C -1.457 -5.358 -0.334
C -2.252 -6.206 0.424
C -2.403 -5.986 1.789
C -1.755 -4.912 2.386
C -0.984 -4.047 1.619
C -3.047 -1.173 -1.144
C -2.733 -0.625 -2.389
C -1.538 0.268 -2.604
C -3.562 -0.914 -3.473
C -4.675 -1.731 -3.353
C -5.551 -2.034 -4.541
C -4.943 -2.288 -2.108
C -4.139 -2.034 -1.000
C -4.470 -2.735 0.291
C -4.203 1.250 1.244
C -3.962 1.931 -0.080
C -5.148 1.824 2.094
H -6.651 1.343 5.115
H -7.320 2.232 3.742
H -5.998 2.919 4.678
H -4.859 -0.204 4.762
H -3.456 -1.955 4.403
H -1.951 -1.342 3.719
H -2.960 -2.410 2.766
H -1.307 -5.527 -1.393
H -2.749 -7.045 -0.047
H -3.016 -6.651 2.384
H -1.851 -4.741 3.451
H -0.474 -3.208 2.079
H -0.612 -0.214 -2.286
H -1.605 1.191 -2.020
H -1.440 0.523 -3.659
H -3.314 -0.489 -4.440
H -5.255 -1.437 -5.404
H -6.600 -1.821 -4.326
H -5.485 -3.086 -4.825
H -5.792 -2.956 -1.993
H -5.206 -3.519 0.109
H -4.873 -2.043 1.035
H -3.582 -3.200 0.725
H -3.328 1.353 -0.743
H -3.470 2.893 0.080
H -4.909 2.111 -0.595
H -5.686 2.705 1.753
```

Calculated values
Charge ... -2
E ... -7378.0373 Eh
Spin multiplicity ... 4
HOMO-LUMO gap (spin up / spin down) ... 4.4 / 5.9 eV

Results of the Mulliken charge analysis, in e, for atoms 1 through 99:
1 Au 0.849
2 S -0.310
3 C 0.186
4 S -0.224
5 C 0.215
6 C -0.354
7 S -0.161
8 S -0.220
9 S -0.451
10 Cl -0.047
11 C 0.346
12 Cl -0.213
13 H -0.378
14 H 0.397
15 C 0.019
16 Ge 0.642
17 C 0.796
18 C -0.259
19 C -0.924
20 C -0.524
21 C -0.866
22 C -0.429
23 C 0.335
24 C -0.337
25 C -0.685
26 C -0.452
27 C -0.632
28 C -0.270
29 C 0.489
30 C -0.101
31 C -0.721
32 C -0.477
33 C -0.779
34 C 0.031
35 H 0.063
36 H 0.569
37 H 0.406
38 H 0.331
39 H 0.366
40 H 0.201
41 H 0.072
42 H 0.370
43 H 0.350
44 H 0.379
45 H 0.267
46 H 0.140
47 H 0.381
48 H 0.337
49 H 0.374
50 H 0.192
51 C -1.607
52 C 0.870
53 C -0.841
54 C 1.201
55 C -1.201
56 C -0.832
57 Te 0.867
58 N -0.172
59 C -0.264
60 O -0.867
61 C 0.062
62 C -0.680
63 C -0.501
64 C -0.514
65 C -0.461
66 C 0.215
67 C 0.393
68 C 1.014
69 C -1.002
70 C -1.079
71 C 0.852
72 C -1.623
73 C -1.026
74 C 0.851
75 C -0.961
76 C 1.114
77 C -1.254
78 C -0.824
79 H 0.354
80 H 0.365
81 H 0.301
82 H 0.274
83 H 0.359
84 H 0.414
85 H -0.223
86 H 0.440
87 H 0.381
88 H 0.353
89 H 0.387
90 H 0.482
91 H -0.183
92 H 0.172
93 H 0.422
94 H 0.243
95 H 0.354
96 H 0.353
97 H 0.319
98 H 0.355
99 H 0.418

---

Taking the records one at a time from the top gives energy relative to the best compared isomer or geometry (same formula, charge and spin) values of 3.355 7.638 0.262 0.352 0.000 eV.